DFT (the ωB97M-V functional and the def2-TZVPD basis) results for a 2-piece molecular cluster, C29H49N2O7S2Si overall in a non-equilibrium geometry.

Calculated values
* ΔE to the lowest compared entry with this formula, charge and spin: 0.00 kcal per mole
* electronic energy: -2855.9333 a.u.
* multiplicity: 1
* LUMO energy: -0.57 eV
* HOMO: -0.080 Eh
* net charge: -1

The geometry in XYZ format:
```
90
C29H49N2O7S2Si (the ωB97M-V functional and the def2-TZVPD basis)
C 7.346 -2.129 1.259
C 6.070 -2.527 0.326
C 4.926 -1.408 0.431
N 3.931 -1.432 -0.687
C 3.211 -0.125 -0.784
C 2.764 0.506 0.580
C 2.024 1.874 0.564
C 1.747 2.508 -0.851
C 0.933 3.906 -0.824
C -0.533 3.541 -0.207
C -0.628 3.749 1.382
C -1.193 2.426 2.168
C -2.795 2.378 2.283
C -3.356 1.275 3.309
C -2.796 -0.187 2.876
C -3.648 -1.417 3.463
Si -3.351 -3.097 2.601
C -4.998 -3.515 1.651
C -3.093 -4.522 3.853
C -1.964 -3.113 1.285
C -0.695 -2.223 1.252
C 0.331 -2.371 0.097
C 0.210 -3.404 -1.056
C -1.051 -4.344 -1.014
C -2.110 -4.172 0.121
C 2.234 1.807 -2.153
C 1.929 2.559 -3.526
S 0.142 2.506 -4.043
O -0.233 3.907 -4.490
O -0.802 2.099 -2.948
N 2.930 0.508 -2.071
C 3.339 -0.153 -3.350
C 2.074 -0.656 -4.232
O 0.844 -0.720 -3.443
C -0.173 -1.188 -4.377
C -1.673 -1.021 -3.834
H 7.746 -1.079 1.013
H 7.063 -2.117 2.379
H 8.189 -2.908 1.156
H 5.727 -3.565 0.704
H 6.471 -2.558 -0.748
H 5.387 -0.350 0.526
H 4.359 -1.586 1.417
H 3.183 -2.121 -0.455
H 2.943 0.018 1.593
H 1.700 2.389 1.532
H 1.522 4.620 -0.144
H 0.814 4.367 -1.868
H -0.662 2.406 -0.399
H -1.374 4.052 -0.784
H -1.402 4.579 1.574
H 0.395 4.071 1.805
H -0.749 2.510 3.233
H -0.767 1.449 1.722
H -3.203 2.184 1.224
H -3.135 3.406 2.677
H -3.020 1.586 4.357
H -4.497 1.308 3.282
H -1.749 -0.255 3.374
H -2.656 -0.295 1.747
H -3.452 -1.548 4.584
H -4.764 -1.130 3.346
H -5.912 -3.497 2.338
H -4.907 -4.589 1.222
H -5.122 -2.814 0.745
H -2.687 -5.467 3.345
H -2.350 -4.230 4.670
H -4.100 -4.792 4.344
H -0.512 -1.462 2.076
H 1.238 -1.677 0.093
H 0.983 -3.503 -1.903
H -1.123 -5.127 -1.846
H -3.015 -4.878 0.095
H 2.556 2.195 -4.411
H 2.185 3.675 -3.382
H 0.040 1.686 -5.166
H 3.984 -1.090 -3.170
H 4.015 0.575 -3.945
H 1.891 0.178 -5.015
H 2.252 -1.665 -4.748
H -0.094 -0.622 -5.383
H -0.015 -2.314 -4.601
H -2.062 -1.968 -3.297
H -1.808 -0.155 -3.103
H -2.369 -0.860 -4.731
O -3.882 7.668 1.939
S -3.806 6.229 2.263
O -2.774 6.008 3.301
O -3.449 5.463 1.046
O -5.117 5.771 2.766
```